[1]
The following is a quantum chemistry calculation of an isolated molecule of C5H12NPS2, from the OMol25 dataset.

The LUMO energy is 0.75 eV. The value obtained for the HOMO energy is -8.3 eV. The SMILES is CN(CS)P1CCCS1. The calculation puts the relative energy (zero: lowest compared OMol25 entry of this formula, charge and spin) at 37.00 kcal/mol. The total energy comes out at -37827.017 eV. The frontier orbital gap comes out at 9.0352 eV. Its largest force on an atom is 0.089 Eh/bohr.

The geometry in XYZ format:
```
21
Properties=species:S:1:pos:R:3:lowdin_charge:R:1
H 0.809 -2.051 1.081 0.079
H -1.937 1.891 -1.851 0.043
H 1.564 1.704 -0.209 -0.009
H -2.737 -1.067 0.132 0.068
H -0.512 0.043 -1.450 0.094
H -1.248 -1.825 -0.020 0.050
N 0.843 -0.077 0.688 -0.428
H 2.322 1.258 1.282 0.013
H 1.349 -1.052 2.636 0.094
S -1.395 1.958 0.459 0.540
P -0.901 0.193 1.453 0.748
S 3.503 0.607 -0.752 0.618
H -1.904 -0.640 -2.039 0.094
C -1.698 -0.879 0.007 -0.361
C 1.433 -1.190 1.481 -0.211
H -3.272 1.006 -0.884 0.125
C -2.113 1.226 -1.077 -0.511
H 2.382 -1.376 1.169 0.010
C 1.943 0.955 0.402 -0.468
H 3.118 -0.572 -1.271 -0.181
C -1.550 -0.110 -1.237 -0.404
```

***

[2]
The following is a quantum chemistry calculation of a cluster of 3 separate species, C14H34BFNO5 in total, from the OMol25 dataset.

The total charge is -1. The LUMO energy is 2.34 eV. The value obtained for the HOMO energy is -4.4 eV. The total energy comes out at -30190.035 eV. The frontier orbital gap comes out at 6.7049 eV. Its largest force on an atom is 0.011 Eh/bohr.

The geometry in XYZ format:
```
56
Properties=species:S:1:pos:R:3:lowdin_charge:R:1
H -1.966 -2.014 0.784 0.074
H 2.122 -4.577 1.647 0.080
H -4.191 -3.901 1.373 0.022
H -3.778 6.508 1.552 0.088
H 1.630 5.750 1.553 0.087
O 1.842 -0.300 -1.702 -0.197
H -0.317 -5.947 -1.892 0.075
H 2.617 -5.518 0.216 0.066
H 0.228 -0.998 -2.802 0.090
H -2.352 3.981 3.308 0.128
C 0.635 6.039 1.198 -0.116
N -0.084 -4.263 0.250 -0.069
C -2.041 4.571 2.442 -0.199
H 3.976 1.855 -3.131 0.121
C 1.653 2.825 -1.148 -0.110
H -3.069 -2.707 -0.403 0.066
C -1.126 -3.539 -0.515 -0.233
C -0.190 -5.682 0.266 -0.500
O 0.210 -6.336 1.205 0.067
H -0.467 -7.443 -0.918 0.076
H 3.712 1.568 -1.401 0.125
H -2.612 7.770 2.002 0.086
H 1.427 1.920 -0.581 0.085
C 3.229 1.562 -2.384 -0.212
C 1.260 -3.849 -0.192 -0.241
H 1.314 -2.766 -0.037 0.108
C -0.718 -6.383 -0.971 -0.015
H -2.688 4.305 1.602 0.128
C 0.476 -0.219 -2.073 -0.107
O -2.202 5.943 2.776 -0.192
H -0.119 -0.383 -1.177 0.088
H 3.303 -3.918 0.487 0.064
H 0.169 6.696 1.937 0.083
C 2.389 -4.516 0.590 -0.095
H -1.558 -4.145 -1.319 0.096
C -2.716 6.724 1.716 -0.118
H 0.743 6.581 0.259 0.089
O -0.159 4.899 0.939 -0.205
H 2.262 0.144 -3.681 0.125
F -2.581 -3.415 2.791 -0.141
C 2.735 0.164 -2.694 -0.212
H 0.043 4.482 2.959 0.127
H 1.382 -4.015 -1.279 0.113
C -0.605 4.234 2.112 -0.197
H 0.231 0.760 -2.492 0.084
H 0.735 3.390 -1.292 0.085
C -2.274 -2.960 0.316 -0.188
H -2.592 -5.098 1.357 0.037
B -2.953 -3.923 1.473 -0.607
O 2.184 2.517 -2.426 -0.189
H 2.355 3.442 -0.575 0.087
H -2.170 6.552 0.786 0.082
H 3.593 -0.517 -2.714 0.124
H -1.808 -6.289 -1.015 0.082
H -0.593 -2.720 -1.013 0.074
H -0.529 3.158 1.931 0.130
```

***

[3]
The following is a quantum chemistry calculation of a structure of composition C32H33BrN4O4, from the OMol25 dataset.

The LUMO energy is -1.42 eV. The value obtained for the HOMO energy is -6.4 eV. The calculation puts the relative energy (zero: lowest compared OMol25 entry of this formula, charge and spin) at 81.53 kcal/mol. The total energy comes out at -117905.741 eV. The frontier orbital gap comes out at 4.9811 eV. Its largest force on an atom is 0.147 Eh/bohr.

The geometry in XYZ format:
```
74
Properties=species:S:1:pos:R:3:lowdin_charge:R:1
H 3.503 1.075 0.328 0.102
H -3.093 -3.051 3.068 0.118
C 2.034 -0.232 -3.822 -0.203
C -1.121 2.402 0.532 -0.162
N 0.457 2.662 -1.427 -0.295
H 1.880 0.213 4.367 0.136
O 1.563 -0.531 2.457 0.026
H -3.282 3.126 3.664 0.107
C 1.950 -0.165 -2.427 -0.143
H -4.560 -0.138 4.035 0.079
H -3.488 4.559 1.615 0.102
H -1.293 -4.184 2.195 0.080
C 0.594 -2.214 -2.051 -0.078
H 6.210 1.100 -4.262 0.084
C -1.148 1.504 1.621 -0.130
H -1.876 1.042 3.567 0.109
H 4.736 1.682 -1.754 0.123
H 3.035 -0.657 0.141 0.104
H 4.088 -0.287 3.422 0.082
C -1.926 1.738 2.736 -0.006
H -1.262 -4.282 0.427 0.073
H -1.122 -3.445 -1.511 0.120
H -2.216 0.956 -1.277 0.050
C -4.860 -1.013 3.436 -0.053
C 2.948 0.484 -1.669 -0.197
C -1.133 -3.603 1.280 -0.040
C -2.733 2.878 2.760 -0.054
H -3.426 -0.155 -1.965 0.103
C -2.063 3.446 0.488 -0.594
C -3.027 -0.471 0.142 -0.185
N -0.919 -1.492 -0.603 0.013
H 3.816 -1.373 4.787 0.083
C -2.044 -1.475 0.247 -0.143
N 0.955 -0.922 -1.747 0.002
C -2.102 -2.466 1.245 -0.198
C -0.126 1.932 -0.346 -0.074
C 5.282 1.653 -4.452 -0.057
C -0.562 -2.522 -1.433 -0.079
C 3.990 1.139 -2.345 0.010
H 1.407 -1.516 4.314 0.127
H 5.094 1.642 -5.528 0.073
H -5.887 -0.844 3.086 0.082
H -4.640 0.495 1.197 0.126
O 0.244 2.249 -2.603 0.069
H -3.900 1.186 -0.892 0.085
H 5.440 2.688 -4.133 0.082
H 1.193 -2.848 -2.694 0.122
H 3.229 0.242 -5.523 0.116
C -3.144 0.411 -1.063 -0.016
C 0.341 0.575 0.048 -0.082
N -0.254 0.438 1.382 0.149
H 1.657 0.522 0.106 0.064
C 3.474 -1.122 3.778 -0.071
O -0.396 -0.419 3.521 0.091
C 0.267 -0.205 2.517 -0.457
H 1.125 -1.978 -4.678 0.077
C 4.114 1.044 -3.735 -0.265
C 2.862 0.371 -0.208 0.007
C -3.054 -2.323 2.254 -0.004
Br -2.344 4.341 -1.167 0.798
C -3.933 -1.235 2.274 -0.270
C -0.126 -0.314 -0.968 -0.194
C 3.140 0.340 -4.445 0.000
H -4.849 -1.893 4.089 0.075
C 0.984 -0.893 -4.647 -0.041
H -0.091 -3.258 1.293 0.088
O 1.135 3.687 -1.157 0.085
C 2.027 -0.743 3.844 -0.193
H 3.640 -1.993 3.135 0.085
H -0.030 -0.659 -4.303 0.091
H 1.085 -0.523 -5.668 0.080
C -3.931 -0.337 1.200 -0.010
C -2.820 3.705 1.623 -0.113
H -0.722 0.254 -1.715 0.133
```